Entry from the OMol25 dataset: a 3-piece molecular cluster, C10H23NO6PS2 overall in a non-equilibrium geometry (ωB97M-V/def2-TZVPD).

Last column: Mulliken charge in e.
Element x y z (Å)
C1 2.10997 0.30029 -0.93753  -1.209
C2 0.76190 1.17392 -0.92060  0.613
C3 0.06230 0.93462 0.54142  -0.685
C4 0.95453 2.73619 -1.26192  -0.563
C5 2.47761 3.20112 -1.49948  -0.475
O1 2.46864 4.65466 -1.14417  -0.258
C6 3.70624 5.03974 -0.60465  0.643
N1 4.73707 5.38781 -0.06159  -0.575
P1 2.96075 3.18761 -3.32871  0.797
O2 4.50880 3.08266 -3.53234  -0.740
O3 2.29153 1.86208 -4.20607  -0.524
O4 2.51223 4.69579 -4.08099  -0.581
H1 2.84656 0.74290 -0.17648  0.280
H2 1.87399 -0.76924 -0.55040  0.364
H3 2.51033 0.26152 -2.00770  0.247
H4 -0.00446 0.76409 -1.68858  0.155
H5 0.22175 1.83906 1.22740  0.359
H6 0.54200 0.02944 1.08061  0.241
H7 -1.05780 0.70007 0.43323  -0.171
H8 0.26289 3.06710 -2.13264  0.262
H9 0.57287 3.33400 -0.34280  0.194
H10 2.66035 1.91458 -5.12699  0.291
H11 3.28218 4.95279 -4.65411  0.313
C7 -5.16493 -0.33134 0.79286  -1.001
S1 -3.42294 -0.17493 1.24540  0.552
O5 -2.67628 -1.25154 0.52958  -0.549
C8 -3.62845 -0.70608 2.95960  -0.991
H12 -5.27123 -0.08166 -0.26355  0.324
H13 -5.50284 -1.35618 0.95908  0.287
H14 -5.76037 0.36213 1.39001  0.384
H15 -4.06236 -1.70762 2.99016  0.286
H16 -4.27442 -0.00025 3.48502  0.409
H17 -2.64693 -0.72132 3.43579  0.303
C9 0.79864 -5.30854 0.90066  -0.991
S2 -0.21280 -3.83587 1.17014  0.659
O6 0.68901 -2.76167 1.68159  -0.594
C10 -1.12562 -4.49464 2.58315  -0.828
H18 1.48352 -5.11081 0.07515  0.322
H19 1.37244 -5.53698 1.80109  0.290
H20 0.15412 -6.15111 0.64200  0.346
H21 -0.43148 -4.77390 3.37830  0.311
H22 -1.70660 -5.36374 2.26873  0.352
H23 -1.80203 -3.72036 2.94770  0.152

Values from the calculation:
M: 348.40 g/mol
net charge: -1
gap between HOMO and LUMO: 5.40 eV